Model one:
The following is a DFT calculation (wB97M-V/def2-TZVPD) of the molecule C5H7PS.

Last column: Löwdin charge in e.
Positions of all 14 atoms, in Å:
C (0.01, -0.62, -1.36)  -0.1941
C (0.50, 0.48, -1.98)  0.0570
C (-0.24, -0.81, 0.13)  -0.4032
C (-0.21, -2.07, 0.62)  0.0668
C (-0.44, 0.36, 0.96)  -0.3650
P (0.22, 1.95, 0.11)  0.3873
S (-0.54, 3.70, 0.62)  0.0589
H (0.07, -1.59, -1.83)  0.0896
H (0.91, 0.72, -2.92)  0.0179
H (-0.20, -2.06, 1.71)  0.0733
H (-0.19, -2.95, -0.02)  0.0704
H (-1.47, 0.66, 1.27)  0.0999
H (-0.01, 0.39, 1.89)  0.0480
H (1.58, 1.83, 0.78)  -0.0068

As for the spin multiplicity: 1. As for the orbital gap (alpha / beta): 7.729 / 7.726 eV.

=====

Model two:
The following is a DFT calculation (wB97M-V/def2-TZVPD) of the molecule C5H7PS.

Last column: Löwdin charge in e.
Positions of all 14 atoms, in Å:
C (-0.03, 2.29, 1.87)  -0.3748
P (-0.02, 0.45, 1.46)  0.9274
C (0.50, 0.56, -0.18)  -0.4259
C (0.69, -0.54, -1.08)  -0.2069
C (0.26, -1.81, -1.23)  -0.2373
C (-0.97, -2.38, -0.79)  -0.6261
S (-1.75, -3.48, -1.77)  0.6406
H (0.80, 2.90, 1.40)  0.0570
H (-1.01, 2.68, 1.71)  0.0187
H (0.21, 2.41, 2.85)  -0.0342
H (0.46, 1.57, -0.55)  0.0407
H (1.51, -0.29, -1.82)  0.1203
H (0.87, -2.33, -1.93)  0.0809
H (-1.51, -2.02, 0.06)  0.0196

As for the SMILES: C/P=C/C=C\C=S. As for the spin multiplicity: 1. As for the orbital gap: 7.191 eV.

=====

Most stable: model two (next structure +0.839 eV)

=====

Model one:
The following is a DFT calculation (wB97M-V/def2-TZVPD) of a cluster of 2 separate species, C6H13N4O2 in total.

Last column: Löwdin charge in e.
Positions of all 25 atoms, in Å:
C (-0.42, -0.88, -1.57)  -0.3917
C (1.33, -1.02, 0.27)  -0.2602
C (4.11, 1.14, 0.86)  -0.3928
C (-0.63, 2.06, 0.21)  -0.0687
C (0.48, 1.37, -0.53)  -0.2767
C (0.32, -0.07, -0.79)  -0.0812
N (-0.57, -2.24, -1.42)  0.1195
N (1.94, -2.06, -0.22)  0.2076
N (-1.27, -0.32, -2.59)  0.0943
N (1.44, -0.71, 1.53)  0.2457
O (3.11, 1.53, 1.36)  0.1551
O (5.00, 0.59, 0.41)  0.2453
H (-0.77, 1.64, 1.16)  0.0572
H (-1.41, 1.78, -0.47)  0.0687
H (-0.50, 3.15, 0.28)  0.1019
H (0.79, 1.89, -1.50)  0.1450
H (1.46, 1.58, -0.04)  0.0814
H (-1.43, -2.60, -1.79)  0.1102
H (-0.45, -2.66, -0.55)  0.0721
H (1.93, -2.22, -1.16)  0.0924
H (2.58, -2.58, 0.44)  0.1784
H (-1.07, 0.59, -3.02)  0.1048
H (-1.60, -1.01, -3.42)  0.1683
H (0.87, 0.02, 1.82)  0.1090
H (1.99, -1.31, 2.03)  0.1146

As for the spin multiplicity: 1. As for the net charge: +1. As for the orbital gap: 9.022 eV.

=====

Model two:
The following is a DFT calculation (wB97M-V/def2-TZVPD) of a cluster of 2 separate species, C6H13N4O2 in total.

Last column: Löwdin charge in e.
Positions of all 25 atoms, in Å:
C (0.42, -1.41, 0.67)  -0.2116
C (0.17, 0.22, -1.02)  -0.1519
C (2.46, 1.12, -1.68)  0.1753
C (0.13, -2.93, 2.65)  -0.0400
C (0.74, 1.11, -3.32)  -0.0186
C (-2.49, 0.55, 0.90)  0.1025
N (0.84, -0.67, -0.24)  0.0751
N (0.27, -2.38, 1.32)  0.0988
N (-1.61, 0.86, 1.79)  -0.3963
N (1.24, 0.97, -1.97)  -0.0996
O (-0.73, 0.19, 2.27)  0.0086
O (-1.62, 2.23, 2.13)  0.0825
H (-0.44, -0.37, -1.75)  0.1431
H (-0.38, 1.00, -0.56)  0.1090
H (3.14, 1.55, -2.32)  0.1088
H (2.72, 0.82, -0.68)  0.1196
H (-0.32, -3.87, 2.42)  0.0782
H (1.16, -3.06, 2.97)  0.1015
H (-0.52, -2.35, 3.27)  0.0800
H (1.07, 0.19, -3.86)  0.1313
H (-0.44, 1.14, -3.30)  0.1457
H (1.14, 1.86, -3.92)  0.0734
H (-3.20, 1.32, 0.80)  0.0879
H (-2.31, -0.36, 0.39)  0.0931
H (-1.45, 2.27, 3.06)  0.1036

As for the spin multiplicity: 1. As for the net charge: +1. As for the orbital gap: 8.483 eV.

=====

Most stable: model one (next structure +6.067 eV)